1.
Below is a cluster of 9 separate species, C26H55N3O21 in total, with properties calculated with ωB97M-V with the def2-TZVPD basis set.

Structure (ORCA input):
```
! RIJCOSX wB97M-V def2-TZVPD def2/J DEFGRID3
* xyz 1 2
C -0.456 1.809 0.620
O -0.445 1.744 -0.835
C 0.000 0.687 -1.530
O 0.060 0.669 -2.763
O 0.295 -0.335 -0.654
C 0.428 -1.735 -1.073
H -1.161 1.020 0.882
H -0.896 2.711 1.044
H 0.496 1.465 1.024
H 0.452 -2.361 -0.182
H 1.279 -1.887 -1.737
H -0.364 -1.991 -1.777
C -0.927 3.376 5.992
O -1.867 2.783 5.104
C -1.984 1.479 4.896
O -1.313 0.615 5.545
O -2.841 1.209 3.879
C -2.909 -0.110 3.253
H 0.048 2.996 5.684
H -1.154 3.321 7.057
H -0.859 4.423 5.695
H -3.598 0.000 2.416
H -3.211 -0.939 3.894
H -1.909 -0.396 2.927
C 3.355 0.938 1.826
O 3.401 1.379 0.477
C 3.663 0.548 -0.473
O 4.064 -0.615 -0.290
O 3.453 1.180 -1.603
C 3.387 0.432 -2.828
H 4.324 0.468 1.994
H 2.488 0.281 1.883
H 3.184 1.788 2.486
H 3.169 1.124 -3.642
H 2.737 -0.429 -2.677
H 4.366 0.072 -3.144
C -2.253 -3.765 -0.832
O -3.547 -3.298 -0.507
C -3.891 -2.093 -0.271
O -3.137 -1.077 -0.277
O -5.205 -2.066 -0.174
C -5.715 -0.880 0.448
H -1.563 -3.809 0.012
H -1.865 -3.282 -1.728
H -2.460 -4.772 -1.193
H -5.583 -1.026 1.520
H -6.791 -0.754 0.326
H -5.162 0.052 0.329
C 3.067 -6.877 -0.450
O 1.703 -6.702 0.018
C 1.060 -5.535 -0.313
O 1.534 -4.637 -0.995
O -0.210 -5.555 0.049
C -0.765 -6.598 0.791
H 3.244 -7.884 -0.828
H 3.782 -6.650 0.341
H 3.386 -6.301 -1.319
H -0.158 -6.639 1.695
H -0.588 -7.510 0.221
H -1.807 -6.359 1.004
C 0.477 -6.704 4.784
O 0.873 -5.755 3.729
C 0.319 -4.559 3.760
O -0.457 -4.177 4.651
O 0.804 -3.859 2.726
C 0.484 -2.435 2.725
H 0.924 -6.549 5.766
H 0.824 -7.707 4.539
H -0.604 -6.647 4.916
H 1.301 -1.909 2.231
H 0.256 -1.896 3.644
H -0.358 -2.432 2.032
C 1.387 3.145 -4.111
C 1.898 4.376 -4.759
O 1.204 5.345 -4.820
N 3.169 4.376 -5.129
C 3.930 5.424 -5.689
H 2.028 2.995 -3.243
H 1.533 2.343 -4.834
H 0.394 3.149 -3.660
H 3.525 3.441 -5.264
H 4.117 5.281 -6.753
H 4.890 5.488 -5.177
H 3.481 6.411 -5.579
C -3.645 2.318 -0.551
C -3.802 2.472 -2.035
O -4.921 2.448 -2.558
N -2.646 2.745 -2.672
C -2.696 2.977 -4.167
H -4.577 2.391 0.009
H -3.126 3.169 -0.110
H -3.148 1.375 -0.323
H -1.778 2.827 -2.161
H -1.763 3.468 -4.443
H -3.525 3.585 -4.529
H -2.705 1.998 -4.647
O 0.130 5.379 -0.317
C 1.239 5.418 0.049
N 1.628 6.288 0.946
C 2.256 4.531 -0.598
H 2.500 6.104 1.422
H 0.837 6.782 1.335
H 1.827 3.537 -0.722
H 3.197 4.427 -0.057
H 2.491 4.920 -1.588
*
```

The largest force on an atom is 0.1098 Eh/bohr. For the LUMO energy (spin up / spin down), the calculation gives -0.089 / -0.295 Ha. As for the gap between HOMO and LUMO (spin up / spin down): 9.01 / 3.40 eV. The value obtained for the highest occupied orbital energy (spin up / spin down) is -11.44 / -11.44 eV. The energy is -2767.63956 a.u.


2.
Below is a structure of composition C22H32MnN6OS2, with properties calculated with ωB97M-V with the def2-TZVPD basis set.

Structure (ORCA input):
```
! RIJCOSX wB97M-V def2-TZVPD def2/J DEFGRID3
* xyz 0 6
Mn -0.055 -0.743 0.662
C 1.724 1.578 -2.828
C 1.543 0.995 -1.447
N 0.409 0.460 -1.105
N -0.587 0.561 -2.070
C -1.662 -0.117 -1.890
S -2.124 -1.205 -0.619
S -2.926 0.050 -3.117
C -2.192 1.229 -4.269
C -1.254 0.673 -5.315
C -0.536 -0.503 -5.136
C 0.357 -0.939 -6.106
C 0.543 -0.207 -7.270
C -0.176 0.964 -7.461
C -1.067 1.397 -6.491
C 2.696 1.061 -0.530
C 3.813 1.819 -0.941
C 4.951 1.970 -0.185
C 5.023 1.336 1.057
C 3.962 0.591 1.502
C 2.768 0.436 0.753
O 1.825 -0.284 1.283
H 0.906 1.290 -3.475
H 2.660 1.230 -3.262
H 1.763 2.668 -2.775
H -1.674 1.978 -3.669
H -3.037 1.718 -4.755
H -0.676 -1.084 -4.234
H 0.909 -1.857 -5.949
H 1.238 -0.550 -8.025
H -0.047 1.540 -8.369
H -1.628 2.312 -6.647
H 3.781 2.325 -1.894
H 5.773 2.570 -0.551
H 5.911 1.432 1.670
H 3.989 0.094 2.464
C -2.438 -1.484 6.468
C -1.761 -0.196 6.021
N -1.920 0.088 4.599
C -3.198 0.653 4.170
C -4.144 -0.352 3.518
C -0.990 -0.261 3.677
C 0.285 -0.900 4.151
N -1.131 -0.058 2.407
H -2.227 -1.675 7.521
H -2.081 -2.335 5.886
H -3.520 -1.425 6.350
H -0.701 -0.225 6.261
H -2.174 0.651 6.573
H -3.008 1.492 3.495
H -3.664 1.082 5.057
H -3.696 -0.825 2.644
H -5.052 0.155 3.191
H -4.426 -1.136 4.220
H 0.844 -0.207 4.782
H 0.913 -1.116 3.291
H 0.091 -1.806 4.726
H -1.993 0.412 2.157
N 1.856 -2.656 -0.669
N 0.880 -2.826 0.368
H 2.555 -3.388 -0.620
H 2.325 -1.775 -0.488
H 1.296 -3.208 1.212
H 0.175 -3.470 0.026
*
```

The largest force on an atom is 0.0033 Eh/bohr. For the LUMO energy (spin up / spin down), the calculation gives 0.014 / 0.013 Ha. As for the gap between HOMO and LUMO (spin up / spin down): 7.43 / 7.53 eV. The value obtained for the highest occupied orbital energy (spin up / spin down) is -7.04 / -7.18 eV. The value obtained for the energy relative to the best compared isomer or geometry (same formula, charge and spin) is 3.0 kcal/mol. The energy is -3208.72780 a.u.


3.
Below is a cluster of 6 separate species, C20H26F5O21PS in total, with properties calculated with ωB97M-V with the def2-TZVPD basis set.

Structure (ORCA input):
```
! RIJCOSX wB97M-V def2-TZVPD def2/J DEFGRID3
* xyz 0 1
O 1.903 -1.633 -0.602
P 1.256 -1.301 -1.874
O 2.245 -0.658 -2.953
O 0.720 -2.597 -2.637
C -0.128 -0.145 -1.651
C -1.488 -0.615 -2.167
C -2.418 0.544 -2.547
C -3.596 -0.034 -3.325
S -4.254 -1.613 -2.770
O -5.531 -1.366 -2.166
O -4.244 -2.492 -3.901
O -3.259 -2.260 -1.708
C -2.231 -1.436 -1.129
H 2.490 0.236 -2.678
H 0.416 -2.372 -3.524
H -0.133 0.119 -0.594
H 0.132 0.761 -2.203
H -1.386 -1.216 -3.075
H -2.767 0.983 -1.609
H -1.911 1.307 -3.134
H -3.279 -0.231 -4.347
H -4.444 0.636 -3.388
H -1.547 -2.116 -0.622
H -2.642 -0.771 -0.366
O -4.439 1.805 -5.551
C -5.395 2.453 -5.282
O -6.549 2.446 -5.978
C -7.518 3.212 -5.257
C -6.638 4.106 -4.407
F -7.188 4.386 -3.205
O -5.485 3.299 -4.219
H -8.119 2.547 -4.635
H -8.164 3.755 -5.941
H -6.341 5.040 -4.886
O 2.360 1.711 -0.630
C 2.760 1.427 0.455
O 3.926 1.839 0.981
C 3.986 1.390 2.345
C 3.005 0.237 2.327
F 2.344 0.104 3.504
O 2.091 0.632 1.321
H 3.647 2.188 3.005
H 4.994 1.107 2.611
H 3.431 -0.729 2.052
O 6.667 2.606 3.123
C 7.086 2.337 4.201
O 8.255 2.771 4.713
C 8.329 2.354 6.085
C 7.384 1.175 6.101
F 6.737 1.050 7.282
O 6.445 1.530 5.091
H 7.968 3.157 6.729
H 9.346 2.090 6.358
H 7.848 0.230 5.846
O 9.800 -0.528 7.119
C 9.305 -1.604 7.057
O 7.969 -1.836 7.034
C 7.766 -3.236 6.797
C 9.079 -3.826 7.266
F 9.437 -4.916 6.553
O 9.991 -2.772 7.004
H 7.614 -3.408 5.731
H 6.903 -3.594 7.351
H 9.114 -4.071 8.328
O -10.784 -0.491 -6.033
C -10.157 -0.878 -5.107
O -8.888 -0.502 -4.817
C -8.531 -1.057 -3.543
C -9.489 -2.221 -3.432
F -9.873 -2.458 -2.155
O -10.607 -1.767 -4.177
H -8.719 -0.319 -2.761
H -7.486 -1.350 -3.521
H -9.122 -3.152 -3.868
*
```

The largest force on an atom is 0.0228 Eh/bohr. For the LUMO energy, the calculation gives 0.007 Ha. As for the gap between HOMO and LUMO: 10.73 eV. The value obtained for the highest occupied orbital energy is -10.54 eV. As for the SMILES: O=P(O)(O)C[C@@H]1CCS(=O)(=O)OC1.O=C1OC[C@@H](F)O1.O=C1OC[C@@H](F)O1.O=C1OC[C@@H](F)O1.O=C1OC[C@@H](F)O1.O=C1OC[C@@H](F)O1. The value obtained for the energy relative to the best compared isomer or geometry (same formula, charge and spin) is 0.0 kcal/mol. The energy is -3596.79290 a.u.


4.
Below is the molecule C4H7NO2, with properties calculated with ωB97M-V with the def2-TZVPD basis set.

Structure (ORCA input):
```
! RIJCOSX wB97M-V def2-TZVPD def2/J DEFGRID3
* xyz 0 1
O 0.650 -2.141 -0.293
C 0.135 -1.077 0.004
C -1.257 -0.595 -0.341
N -1.195 0.784 0.147
C 0.171 1.213 -0.163
C 0.930 0.056 0.619
O 2.279 -0.288 0.638
H -1.382 -0.652 -1.435
H -2.018 -1.248 0.116
H -1.842 1.421 -0.317
H 0.300 2.229 0.222
H 0.325 1.197 -1.252
H 0.622 0.344 1.627
H 2.282 -1.244 0.429
*
```

The largest force on an atom is 0.0226 Eh/bohr. For the LUMO energy, the calculation gives 0.033 Ha. As for the gap between HOMO and LUMO: 10.69 eV. The value obtained for the highest occupied orbital energy is -9.80 eV. As for the SMILES: O=C1CNC[C@@H]1O. The value obtained for the energy relative to the best compared isomer or geometry (same formula, charge and spin) is 38.1 kcal/mol. The energy is -361.82006 a.u.